--- i ---
{"formula": "ClH14O7", "method": "the ωB97M-V functional and the def2-TZVPD basis", "total_charge": -1, "e_lumo_ha": 0.1262, "gap_ev": 10.3, "elements": ["Cl", "O", "H", "H", "O", "H", "H", "O", "H", "H", "O", "H", "H", "O", "H", "H", "O", "H", "H", "O", "H", "H"], "xyz": [[-0.002, 0.198, -0.062], [0.707, -1.749, -2.713], [0.947, -0.915, -2.284], [-0.255, -1.721, -2.720], [0.042, -3.005, 0.657], [-0.095, -2.046, 0.542], [0.964, -3.130, 0.408], [-2.834, 1.557, -1.250], [-3.449, 0.819, -1.283], [-2.103, 1.222, -0.702], [-2.726, -0.491, 1.678], [-2.812, -1.306, 1.174], [-1.868, -0.136, 1.384], [1.482, 2.569, 1.798], [1.021, 1.828, 1.367], [2.401, 2.288, 1.814], [0.867, 2.770, -1.896], [0.179, 3.194, -2.418], [0.394, 2.075, -1.402], [2.768, -1.347, 1.880], [2.331, -1.722, 2.652], [2.042, -0.951, 1.378]]}

--- ii ---
{"formula": "ClH14O7", "method": "the ωB97M-V functional and the def2-TZVPD basis", "total_charge": -1, "e_lumo_ha": 0.1197, "gap_ev": 10.0, "elements": ["Cl", "O", "H", "H", "O", "H", "H", "O", "H", "H", "O", "H", "H", "O", "H", "H", "O", "H", "H", "O", "H", "H"], "xyz": [[0.149, -0.062, -0.090], [2.434, 1.120, -2.168], [1.789, 0.754, -1.563], [2.968, 1.701, -1.627], [0.524, -2.326, 2.565], [0.353, -1.698, 1.863], [1.422, -2.619, 2.411], [2.957, -0.508, 1.513], [2.241, -0.452, 0.880], [3.574, -1.128, 1.123], [-1.341, 2.757, 0.373], [-0.995, 3.621, 0.151], [-0.694, 2.143, 0.028], [-1.664, 1.877, -2.462], [-1.273, 1.203, -1.905], [-1.912, 2.575, -1.855], [-0.873, -2.703, -1.392], [-1.183, -2.908, -0.510], [-0.266, -1.973, -1.270], [-2.979, -0.726, 1.162], [-3.024, -0.311, 2.023], [-2.208, -0.338, 0.748]]}

Stability summary - winner: i; margin: 10.4 kJ/mol.